C6H14BN2O2 | ωB97M-V with the def2-TZVPD basis set

Each line ends with the Löwdin charge.
Atoms and positions in Å:
H: 3.04187 2.13391 -0.71974  0.057
H: -1.74326 0.97674 -0.84874  0.099
H: 1.23326 0.30539 0.78005  0.100
H: 3.32937 1.13466 0.75621  0.056
B: 0.11131 -0.39082 -1.71527  -0.710
H: -0.58872 0.10193 -2.58884  0.098
C: -1.91256 -0.01308 -0.41108  -0.268
O: -0.73496 -0.75371 -0.56352  -0.101
H: -1.85890 -1.92134 1.42652  0.072
C: -1.65724 -0.97330 1.92028  -0.115
N: 1.10344 -3.33965 -0.55967  0.098
H: -0.58551 -0.89432 2.06850  0.060
O: 0.69882 -1.72204 -2.30085  0.060
H: 0.49857 1.77870 0.04512  0.098
H: -2.11622 -1.03281 2.91296  0.056
C: 1.31421 1.05532 -0.01388  -0.308
C: 0.89012 -2.60997 -1.43515  -0.471
N: 1.32825 0.49358 -1.36152  0.027
H: -1.49441 1.06606 1.35116  0.085
H: 2.47126 2.66868 0.89519  0.051
H: -2.78490 -0.48292 -0.88407  0.113
H: -3.18867 0.48844 1.30924  0.091
H: 2.14521 -0.11144 -1.40923  0.084
C: -2.14928 0.22952 1.10473  -0.222
C: 2.64896 1.81248 0.24161  -0.110

Properties
E_LUMO = 3.7 eV
HOMO energy = -4.590 eV
Net charge = -1